13
Properties=species:S:1:pos:R:3:forces:R:3:lowdin_charge:R:1 method="wB97M-V/def2-TZVPD" de_lowest_kj_mol=523.5 gap_ev="7.18 / 6.70" total_charge=+1 e_lumo_ev="-5.74 / -6.13" homo_energy_ev="-12.923 / -12.830" mol_weight_g_mol=92.1
C -0.554 -0.180 -0.016 -0.617 -0.275 0.002 0.06
C 0.723 -0.261 -0.031 0.743 -0.419 -0.408 0.05
C -3.085 0.056 -0.262 -1.656 -1.365 0.278 -0.19
C -1.794 -0.135 -0.113 2.443 0.441 0.040 0.06
C -4.111 0.723 0.167 -0.732 1.981 0.370 0.28
C 3.182 -0.161 -0.147 1.322 0.446 2.243 0.00
N 1.875 -0.085 0.454 -0.505 1.413 0.863 0.03
H -3.706 -0.854 -0.394 0.159 -0.628 -0.644 0.17
H -5.100 0.816 -0.235 -0.516 -0.149 -0.040 0.07
H 3.871 0.150 0.675 -0.305 -0.544 -0.749 0.12
H 3.445 -1.110 -0.487 0.175 -1.696 -0.460 0.09
H 3.327 0.535 -0.903 -0.147 1.337 -1.578 0.08
H 1.928 0.508 1.292 -0.362 -0.543 0.083 0.18

15
Properties=species:S:1:pos:R:3:forces:R:3:lowdin_charge:R:1 method="wB97M-V/def2-TZVPD" smiles="[H]/N=C/N(C)/C=N/C=O" de_lowest_kj_mol=183.6 gap_ev=9.69 e_lumo_ev=0.30 homo_energy_ev=-9.392 mol_weight_g_mol=113.1
H -0.967 2.270 2.465 0.038 -0.036 0.566 0.04
N -1.001 1.580 1.733 1.845 -1.036 -0.045 0.10
C 0.007 0.775 1.738 -0.837 0.131 -0.690 -0.23
N 0.200 -0.086 0.652 -0.161 -0.812 0.012 -0.14
C 1.288 -1.109 0.686 -0.851 -0.395 -1.163 -0.04
C -0.378 0.189 -0.552 -0.086 0.733 0.876 -0.16
N -0.149 -0.600 -1.532 -0.704 -0.305 -1.104 0.06
C -0.965 -0.367 -2.647 -0.350 1.541 -0.130 -0.33
O -1.988 0.295 -2.573 0.400 -0.815 -0.517 0.01
H 0.844 0.531 2.422 -0.708 0.976 0.479 0.13
H 1.437 -1.275 -0.409 0.112 -0.437 1.078 0.07
H 1.120 -2.150 1.211 0.124 2.501 -0.701 0.13
H 2.105 -0.478 0.981 0.977 -0.676 0.831 0.07
H -0.950 1.159 -0.533 0.301 -1.250 -0.357 0.15
H -0.603 -0.734 -3.642 -0.099 -0.119 0.865 0.12

24
Properties=species:S:1:pos:R:3:forces:R:3:lowdin_charge:R:1 method="wB97M-V/def2-TZVPD" de_lowest_kj_mol=240.1 gap_ev=9.84 total_charge=+1 e_lumo_ev=-2.94 homo_energy_ev=-12.786 mol_weight_g_mol=146.2
C -2.556 0.043 0.471 -0.545 2.038 0.119 -0.07
C -1.169 -0.481 0.224 -0.692 -0.753 -3.906 -0.42
C -0.088 0.550 0.390 -0.202 -2.707 6.724 -0.55
S 1.616 -0.050 0.548 0.034 -0.601 1.174 0.76
N -1.068 -1.710 1.124 1.901 0.476 0.206 0.18
H -2.807 0.955 -0.104 0.299 -0.840 -0.562 0.12
H -2.696 0.500 1.436 0.440 -0.198 1.083 0.08
H -3.359 -0.668 0.400 -0.209 -0.497 -0.514 0.09
H -1.166 -0.807 -0.962 0.284 0.102 3.135 0.21
H -0.121 1.311 -0.198 -0.554 4.149 -4.498 -0.05
H -0.423 1.133 1.385 1.291 -1.381 -1.383 0.15
H 2.348 0.332 -0.505 -0.744 0.316 -0.499 -0.13
H -0.175 -2.280 0.947 -1.086 0.637 0.015 0.11
H -1.137 -1.423 2.143 0.035 -0.490 -1.409 0.20
H -1.850 -2.291 0.856 -0.225 -0.411 0.305 0.15
H 0.613 2.284 -2.205 -0.022 0.001 0.695 0.02
H -0.360 1.857 -3.226 -0.167 -0.590 1.092 0.08
O -0.142 1.682 -2.276 0.020 0.524 -2.072 -0.09
H 0.757 -4.108 -1.016 -0.470 1.388 4.381 0.17
H 1.537 -3.908 0.430 -1.361 0.098 -0.775 0.07
O 0.628 -3.782 0.032 1.805 -1.354 -3.423 -0.16
H 0.302 4.061 -0.309 -5.795 4.475 1.872 -0.04
H 1.522 3.503 0.220 0.120 -0.028 -0.325 0.08
O 0.953 3.556 -0.560 5.843 -4.354 -1.435 0.03

70
Properties=species:S:1:pos:R:3:forces:R:3:mulliken_spin:R:1 method="wB97M-V/def2-TZVPD" multiplicity=5 gap_ev="4.84 / 4.85" total_charge=-2 e_lumo_ev="3.82 / 3.82" s_squared=6.11 homo_energy_ev="-1.025 / -1.036" mol_weight_g_mol=791.6
Mn 2.818 1.184 0.482 0.548 -0.321 0.330 4.13
S 4.475 5.133 2.496 -0.178 -0.118 0.034 0.02
As 4.492 3.644 1.005 0.414 0.574 0.112 0.01
S 4.555 1.577 1.852 0.200 0.236 -0.048 -0.05
S 2.462 3.336 0.065 -0.162 0.456 -0.003 -0.05
S 5.915 3.898 -0.528 -0.063 -0.164 -0.026 0.01
C -1.130 0.826 0.415 0.288 0.615 0.144 0.00
C -1.385 2.239 0.946 0.011 -0.250 -0.050 0.00
As -3.141 2.509 1.814 0.119 0.034 -0.037 0.00
C -4.237 1.537 0.513 -0.007 -0.064 0.004 0.00
C -4.417 0.156 0.505 -0.021 -0.036 -0.108 0.00
C -5.161 -0.453 -0.500 0.027 0.062 0.032 0.00
C -5.731 0.311 -1.511 0.021 0.002 0.028 0.00
C -5.557 1.688 -1.511 0.021 -0.009 0.037 0.00
C -4.819 2.294 -0.501 -0.052 -0.057 -0.044 0.00
C -3.006 1.135 3.194 -0.004 -0.030 0.070 0.00
C -4.178 0.628 3.754 0.064 -0.048 0.089 0.00
C -4.128 -0.321 4.766 0.050 0.008 -0.018 0.00
C -2.900 -0.770 5.239 -0.020 0.022 -0.034 0.00
C -1.728 -0.256 4.704 -0.043 0.025 -0.021 0.00
C -1.781 0.696 3.692 -0.045 -0.056 0.009 0.00
P 0.634 0.402 -0.017 -1.061 -0.848 -0.566 -0.05
C 0.594 0.602 -1.841 -0.017 0.124 0.085 -0.03
C 0.205 1.820 -2.398 0.006 0.060 -0.124 0.00
C 0.226 2.002 -3.773 0.008 -0.077 0.027 0.00
C 0.658 0.971 -4.603 -0.029 0.045 0.060 0.01
C 1.062 -0.235 -4.050 -0.007 0.015 0.035 0.00
C 1.028 -0.420 -2.672 0.015 -0.149 -0.113 0.01
C 0.808 -1.281 0.429 0.219 0.081 0.210 -0.02
C 2.176 -1.459 1.087 -0.052 -0.121 -0.458 -0.02
C 2.404 -2.904 1.451 -0.077 -0.039 -0.030 0.00
C 1.479 -3.867 1.221 0.020 0.092 -0.057 0.00
C 0.218 -3.637 0.572 -0.006 0.176 -0.040 0.00
C -0.062 -2.335 0.180 0.089 -0.235 0.019 -0.01
H -1.738 0.617 -0.461 -0.110 -0.004 -0.098 0.00
H -1.367 0.086 1.172 -0.104 -0.121 0.093 0.00
H -1.319 2.993 0.163 0.017 0.019 -0.041 0.00
H -0.637 2.516 1.690 0.055 0.088 -0.013 -0.01
H -3.958 -0.458 1.271 -0.015 0.023 -0.009 0.00
H -5.279 -1.530 -0.500 0.007 0.019 -0.003 0.00
H -6.300 -0.167 -2.300 0.014 0.016 0.029 0.00
H -5.994 2.290 -2.299 0.013 0.000 0.010 0.00
H -4.687 3.370 -0.505 -0.012 0.020 -0.006 0.00
H -5.139 0.968 3.386 -0.027 -0.004 -0.009 0.00
H -5.048 -0.717 5.180 0.006 0.006 -0.002 0.00
H -2.858 -1.525 6.016 -0.002 0.033 -0.014 0.00
H -0.766 -0.604 5.059 -0.015 0.012 -0.016 0.00
H -0.853 1.074 3.280 -0.001 -0.015 0.027 0.00
H -0.079 2.645 -1.752 0.001 -0.028 -0.038 0.00
H -0.075 2.952 -4.197 0.020 0.013 0.003 0.00
H 0.693 1.118 -5.677 -0.002 -0.003 0.019 0.00
H 1.421 -1.034 -4.688 0.006 -0.001 0.013 0.00
H 1.349 -1.359 -2.234 0.001 0.035 -0.005 0.01
H 2.231 -0.882 2.017 0.005 0.104 0.274 0.02
H 3.330 -3.143 1.967 -0.024 -0.026 -0.077 0.00
H 1.710 -4.882 1.539 0.011 0.021 0.023 0.00
H -0.483 -4.446 0.399 0.092 0.061 -0.003 0.00
H -0.990 -2.137 -0.360 0.049 0.026 0.062 0.00
N 3.169 -0.701 0.249 0.030 -0.412 -0.042 0.00
C 3.820 -1.166 -0.871 -0.072 0.136 0.095 -0.06
C 3.900 -2.513 -1.276 -0.131 -0.126 -0.106 0.01
C 4.555 -2.868 -2.452 -0.035 0.068 0.111 -0.02
C 5.172 -1.924 -3.263 -0.027 -0.044 0.073 0.03
C 5.126 -0.590 -2.862 -0.028 -0.065 0.010 0.00
C 4.471 -0.221 -1.706 -0.020 -0.188 0.039 0.06
H 3.425 -3.276 -0.673 0.034 0.059 -0.077 0.00
H 4.583 -3.916 -2.730 -0.015 -0.011 0.002 0.00
H 5.686 -2.218 -4.172 -0.022 0.008 0.022 0.00
H 5.609 0.175 -3.460 -0.025 0.024 0.040 0.00
H 4.471 0.824 -1.428 0.055 0.253 0.068 -0.01